DFT (ωB97M-V/def2-TZVPD) results for C46H63N3P2Si2Sn as an isolated structure at a distorted geometry.

E_tot   -3430.907816 Ha
Orbital gap   6.4 eV
Energy above the lowest of the compared OMol25 structures with the same formula, charge and spin   35.0 kJ/mol
LUMO   -0.3 eV

Geometry (Å):
Sn1 0.665 -0.420 -0.022
C1 -0.204 1.566 4.136
C2 0.588 1.654 2.843
C3 2.081 1.479 3.110
P1 0.515 3.156 1.697
C4 0.406 4.610 2.898
C5 0.503 5.905 2.090
C6 -0.717 4.720 3.939
C7 -1.038 3.204 0.741
C8 -2.083 4.052 1.100
C9 -2.948 4.596 0.171
C10 -2.682 4.394 -1.175
C11 -1.706 3.502 -1.555
C12 -0.942 2.782 -0.618
N1 -0.073 1.798 -0.994
C13 -0.103 1.279 -2.267
C14 -1.249 1.044 -3.042
C15 -1.162 0.408 -4.261
C16 0.059 -0.035 -4.746
C17 1.201 0.166 -3.996
C18 1.140 0.835 -2.782
P2 2.474 1.026 -1.570
C19 4.045 0.430 -2.409
C20 4.397 1.090 -3.745
C21 3.995 -1.093 -2.503
C22 2.728 2.868 -1.352
C23 2.422 3.725 -2.571
C24 4.122 3.122 -0.788
H1 -0.035 0.588 4.585
H2 -1.271 1.661 3.956
H3 0.121 2.319 4.847
H4 0.244 0.829 2.194
H5 2.464 2.321 3.686
H6 2.615 1.435 2.161
H7 2.287 0.562 3.659
H8 1.358 4.500 3.436
H9 -0.392 6.058 1.489
H10 1.365 5.872 1.426
H11 0.614 6.758 2.759
H12 -1.386 5.539 3.680
H13 -0.297 4.943 4.921
H14 -1.306 3.811 4.028
H15 -2.219 4.316 2.133
H16 -3.755 5.244 0.487
H17 -3.229 4.939 -1.932
H18 -1.482 3.383 -2.606
H19 -2.219 1.335 -2.669
H20 -2.062 0.240 -4.836
H21 0.111 -0.558 -5.690
H22 2.138 -0.198 -4.385
H23 4.836 0.673 -1.688
H24 3.511 1.365 -4.309
H25 4.990 0.407 -4.351
H26 4.988 1.990 -3.592
H27 3.252 -1.431 -3.218
H28 3.748 -1.519 -1.532
H29 4.964 -1.481 -2.814
H30 2.005 3.126 -0.570
H31 3.169 3.610 -3.352
H32 2.398 4.770 -2.271
H33 1.449 3.472 -2.982
H34 4.896 2.941 -1.531
H35 4.302 2.481 0.074
H36 4.203 4.158 -0.468
C25 -1.530 -2.144 2.443
N2 -0.213 -1.720 2.038
C26 0.792 -2.187 2.690
C27 2.120 -1.916 2.327
C28 3.300 -2.374 2.916
C29 4.344 -1.807 2.196
C30 3.758 -1.040 1.200
N3 2.419 -1.106 1.260
C31 -2.416 -1.009 2.882
C32 -2.660 0.082 2.058
C33 -3.496 1.105 2.471
C34 -4.099 1.049 3.718
C35 -3.856 -0.032 4.548
C36 -3.024 -1.054 4.131
H37 -1.459 -2.879 3.260
H38 -1.981 -2.643 1.576
H39 0.644 -2.837 3.556
H40 3.366 -3.043 3.754
H41 5.395 -1.927 2.378
H42 4.240 -0.439 0.447
H43 -2.187 0.139 1.081
H44 -3.672 1.950 1.820
H45 -4.753 1.846 4.041
H46 -4.309 -0.082 5.527
H47 -2.843 -1.896 4.784
C37 -4.149 -3.461 0.120
Si1 -2.716 -3.392 -1.149
C38 -2.782 -1.726 -2.073
C39 -2.724 -4.966 -2.237
C40 -3.655 -5.605 -3.034
C41 -3.296 -6.765 -3.706
C42 -2.017 -7.280 -3.580
C43 -1.081 -6.650 -2.773
C44 -1.429 -5.499 -2.095
Si2 -0.507 -4.283 -0.940
C45 0.185 -5.060 0.664
C46 0.950 -3.543 -1.940
H48 -5.097 -3.566 -0.402
H49 -4.203 -2.559 0.722
H50 -4.051 -4.313 0.789
H51 -3.735 -1.518 -2.545
H52 -2.022 -1.712 -2.848
H53 -2.571 -0.904 -1.390
H54 -4.657 -5.211 -3.142
H55 -4.017 -7.272 -4.333
H56 -1.747 -8.181 -4.114
H57 -0.087 -7.062 -2.679
H58 0.793 -5.934 0.452
H59 -0.620 -5.371 1.326
H60 0.808 -4.350 1.200
H61 1.505 -4.322 -2.455
H62 1.645 -3.012 -1.293
H63 0.591 -2.848 -2.695